Record 1
C6H7N | wB97M-V/def2-TZVPD

Geometry as XYZ:
```
14
C6H7N wB97M-V/def2-TZVPD
C 1.81 0.36 -0.46
C 0.51 1.59 1.51
C 0.79 1.27 0.07
C 0.88 -0.83 -0.31
C -0.18 0.12 0.29
C -1.59 0.10 -0.32
N -0.18 0.51 1.77
H 2.80 0.69 -0.61
H 0.75 2.30 2.36
H 0.35 -1.42 -1.11
H 1.36 -1.57 0.34
H -2.03 -0.90 -0.37
H -1.81 0.66 -1.25
H -2.42 0.62 0.18
```

**Energy relative to the best compared isomer or geometry (same formula, charge and spin)**: 541.4 kJ/mol
**Charge**: 0
**E_LUMO**: 0.19 eV
**HOMO-LUMO gap**: 8.840 eV

---

Record 2
C4H9NO2 | wB97M-V/def2-TZVPD

Geometry as XYZ:
```
16
C4H9NO2 wB97M-V/def2-TZVPD
C 0.43 0.64 -0.54
C 0.55 -0.73 -0.39
C -0.58 1.26 -1.44
N 1.75 -1.31 0.08
C -0.77 -0.73 1.26
O -0.46 0.68 1.66
O -0.42 -1.64 1.97
H -1.24 1.25 1.68
H 1.19 1.29 -0.13
H 0.01 -1.36 -1.09
H 2.18 -0.73 0.79
H 1.57 -2.21 0.51
H -1.73 -0.71 0.71
H -1.02 2.16 -1.00
H -1.37 0.56 -1.70
H -0.09 1.56 -2.38
```

**Energy relative to the best compared isomer or geometry (same formula, charge and spin)**: 330.2 kJ/mol
**Charge**: 0
**Structure (SMILES)**: C/C=C/N.O=CO
**E_LUMO**: 0.43 eV
**HOMO-LUMO gap**: 8.522 eV

---

Record 3
C4H10N2O2 | wB97M-V/def2-TZVPD

Geometry as XYZ:
```
18
C4H10N2O2 wB97M-V/def2-TZVPD
C -1.25 1.19 0.05
C -1.10 -0.27 -0.38
C -0.33 -1.11 0.66
C 1.93 -0.66 -0.27
H 0.65 1.38 -0.17
H -1.92 1.16 0.90
H -1.76 1.73 -0.78
H -0.56 -0.38 -1.34
H -2.91 -0.16 -1.10
H -0.80 -0.91 1.64
H -0.47 -2.16 0.45
H 1.14 0.10 1.40
H 1.84 -1.54 -0.91
H 3.29 0.16 -1.30
N 1.06 -0.71 0.77
N 2.63 0.39 -0.56
O -0.04 1.79 0.39
O -2.43 -0.79 -0.48
```

**Energy relative to the best compared isomer or geometry (same formula, charge and spin)**: 236.9 kJ/mol
**Charge**: 0
**Structure (SMILES)**: [H]/N=C/NC[C@@H](O)CO
**E_LUMO**: 0.76 eV
**HOMO-LUMO gap**: 9.994 eV

---

Record 4
C47H48N5O2P2SV | wB97M-V/def2-TZVPD

Geometry as XYZ:
```
106
C47H48N5O2P2SV wB97M-V/def2-TZVPD
V -0.33 0.54 -0.58
C 1.51 -2.75 -1.10
N 2.59 -2.06 -0.45
C 3.07 -0.96 -1.24
P 1.98 0.56 -1.14
C 2.61 1.28 0.41
C 2.10 0.68 1.57
C 2.48 1.14 2.82
C 3.38 2.20 2.93
C 3.88 2.79 1.78
C 3.50 2.34 0.53
C 2.72 1.40 -2.58
C 1.92 1.58 -3.70
C 2.46 2.06 -4.88
C 3.81 2.38 -4.94
C 4.62 2.19 -3.83
C 4.08 1.69 -2.66
C 3.17 -2.45 0.76
C 4.42 -1.96 1.17
C 4.96 -2.35 2.38
C 4.30 -3.23 3.22
C 3.07 -3.72 2.82
C 2.50 -3.34 1.61
P -0.16 -1.93 -0.93
C -0.80 -2.82 0.53
C -1.12 -2.09 1.67
C -1.55 -2.71 2.84
C -1.67 -4.10 2.87
C -1.35 -4.84 1.74
C -0.91 -4.21 0.59
C -0.94 -2.60 -2.45
C -0.68 -1.88 -3.61
C -1.13 -2.31 -4.85
C -1.87 -3.48 -4.94
C -2.14 -4.21 -3.79
C -1.68 -3.78 -2.56
H 1.42 -3.78 -0.75
H 1.72 -2.81 -2.17
H 3.16 -1.25 -2.29
H 4.05 -0.62 -0.92
H 1.44 -0.18 1.50
H 2.10 0.66 3.71
H 3.68 2.55 3.90
H 4.58 3.62 1.86
H 3.89 2.83 -0.35
H 0.86 1.35 -3.65
H 1.82 2.21 -5.75
H 4.23 2.77 -5.86
H 5.67 2.43 -3.88
H 4.73 1.52 -1.81
H 4.98 -1.28 0.54
H 5.93 -1.95 2.66
H 4.74 -3.52 4.17
H 2.52 -4.41 3.46
H 1.53 -3.71 1.35
H -1.04 -1.01 1.67
H -1.79 -2.12 3.71
H -2.01 -4.59 3.77
H -1.42 -5.92 1.76
H -0.63 -4.81 -0.26
H -0.12 -0.95 -3.55
H -0.92 -1.73 -5.73
H -2.23 -3.83 -5.90
H -2.72 -5.13 -3.85
H -1.94 -4.35 -1.67
N -4.12 1.92 5.84
C -3.79 1.87 4.53
C -4.75 2.18 3.55
C -4.44 2.11 2.21
C -3.14 1.75 1.83
C -2.17 1.45 2.79
C -2.50 1.51 4.12
S -2.77 1.71 0.16
O -3.59 2.58 -0.60
O -1.26 2.18 0.23
N -2.41 0.28 -0.45
C -3.50 -0.64 -0.42
N -4.65 -0.21 0.06
C -5.64 -1.10 0.05
C -5.48 -2.39 -0.43
C -4.22 -2.71 -0.91
N -3.22 -1.83 -0.90
H -5.01 2.25 6.14
H -3.42 1.78 6.55
H -5.75 2.48 3.85
H -5.17 2.35 1.46
H -1.15 1.21 2.50
H -1.74 1.30 4.87
H -6.59 -0.76 0.45
H -6.29 -3.10 -0.44
H -4.01 -3.69 -1.31
C 1.11 4.31 -1.82
C -0.03 3.99 -0.86
C 0.40 4.27 0.58
C -1.20 4.94 -1.19
C -0.50 2.55 -1.06
H 1.32 5.38 -1.77
H 0.87 4.07 -2.86
H 2.03 3.78 -1.57
H 0.87 5.25 0.63
H 1.11 3.54 0.95
H -0.46 4.27 1.26
H -0.92 5.97 -0.96
H -2.09 4.69 -0.61
H -1.46 4.89 -2.25
H -1.24 2.54 -1.88
```

**Energy relative to the best compared isomer or geometry (same formula, charge and spin)**: 243.0 kJ/mol
**Charge**: +1
**2S+1**: 2
**<S²>**: 0.771
**E_LUMO (spin up / spin down)**: -1.85 / -1.86 eV
**HOMO-LUMO gap (spin up / spin down)**: 7.744 / 7.260 eV

---

Record 5
H2N3O2S | wB97M-V/def2-TZVPD

Geometry as XYZ:
```
8
H2N3O2S wB97M-V/def2-TZVPD
N 0.40 -1.17 0.19
N 0.61 0.06 -0.34
N -0.36 0.99 -0.11
O 1.58 0.22 -1.08
O -0.36 2.18 -0.70
S -1.52 0.58 1.01
H -0.52 -1.58 -0.15
H 0.16 -1.28 1.17
```

**Energy relative to the best compared isomer or geometry (same formula, charge and spin)**: 247.8 kJ/mol
**Charge**: -1
**Structure (SMILES)**: NN([O-])[N+]([O-])=S
**E_LUMO (spin up / spin down)**: 3.95 / 3.94 eV
**HOMO-LUMO gap (spin up / spin down)**: 7.044 / 7.113 eV

---

Record 6
C27H35BBrF2FeN3O3PS5 | wB97M-V/def2-TZVPD

Geometry as XYZ:
```
79
C27H35BBrF2FeN3O3PS5 wB97M-V/def2-TZVPD
Fe -0.31 0.30 0.90
C 2.19 0.61 3.53
C 2.91 0.84 2.21
S 2.02 1.72 0.91
C 1.72 3.37 1.58
C 0.63 3.49 2.65
S -0.91 2.66 2.18
C -1.43 1.95 3.74
C -0.43 1.03 4.44
S 0.52 -0.11 3.39
H 2.12 1.54 4.10
H 2.79 -0.07 4.13
H 3.14 -0.12 1.74
H 3.86 1.35 2.39
H 1.45 3.95 0.70
H 2.66 3.78 1.95
H 0.41 4.55 2.80
H 0.96 3.08 3.59
H -2.32 1.37 3.48
H -1.74 2.74 4.43
H -0.99 0.39 5.12
H 0.29 1.59 5.04
Br 0.81 -2.56 -9.44
C 0.75 -0.93 -8.48
C 1.65 0.08 -8.77
C 1.59 1.27 -8.07
C 0.65 1.47 -7.05
C -0.26 0.44 -6.79
C -0.22 -0.75 -7.50
N 0.63 2.74 -6.47
N 0.10 2.84 -5.26
C 0.37 1.97 -4.30
C 1.48 1.09 -4.24
C 1.72 0.31 -3.12
C 0.89 0.37 -2.02
O 1.07 -0.40 -0.85
C -0.20 1.23 -1.97
N -0.96 1.31 -0.84
C -2.06 2.06 -0.86
C -2.43 2.83 -1.95
C -1.63 2.82 -3.08
C -0.49 2.02 -3.12
H 2.39 -0.06 -9.55
H 2.28 2.08 -8.30
H -1.02 0.59 -6.04
H -0.93 -1.53 -7.30
H 2.17 1.04 -5.07
H 2.58 -0.34 -3.11
H -2.67 2.05 0.03
H -3.34 3.42 -1.90
H -1.86 3.42 -3.95
C -5.05 -2.50 1.39
C -4.26 -3.78 1.22
C -3.99 -4.13 -0.23
O -3.01 -3.77 1.95
P -2.09 -2.55 2.39
S -2.85 -1.41 3.76
S -1.62 -1.61 0.63
O -0.83 -3.30 2.96
C -0.20 -4.54 2.54
C -0.91 -5.71 3.21
C -0.09 -4.69 1.04
H -6.00 -2.62 0.86
H -4.53 -1.64 0.96
H -5.26 -2.29 2.44
H -4.80 -4.60 1.69
H -3.45 -3.32 -0.73
H -4.93 -4.29 -0.75
H -3.39 -5.04 -0.30
H 0.80 -4.44 2.97
H -1.90 -5.86 2.78
H -1.02 -5.52 4.28
H -0.32 -6.61 3.07
H -1.07 -4.76 0.57
H 0.46 -5.61 0.83
H 0.45 -3.86 0.60
F 1.92 -2.01 0.55
B 1.76 -1.55 -0.69
F 2.30 -2.24 -1.68
```

**Energy relative to the best compared isomer or geometry (same formula, charge and spin)**: 0.0 kJ/mol
**Charge**: 0
**2S+1**: 6
**<S²>**: 8.805
**E_LUMO (spin up / spin down)**: -0.30 / -0.49 eV
**HOMO-LUMO gap (spin up / spin down)**: 5.313 / 5.971 eV

---

Record 7
C4H10N2O | wB97M-V/def2-TZVPD

Geometry as XYZ:
```
17
C4H10N2O wB97M-V/def2-TZVPD
C -1.49 1.16 1.06
C 0.32 0.02 -0.07
C -1.98 -0.57 -0.71
C 2.39 -0.61 0.82
N 0.76 0.41 -1.23
N -1.09 0.23 0.28
O 1.02 -0.41 0.85
H -2.51 1.53 1.11
H -0.74 1.66 1.63
H -1.65 -0.31 -1.74
H -2.99 -0.25 -0.64
H -2.09 -1.62 -0.52
H 2.87 -0.49 1.83
H 2.93 0.06 0.13
H 2.54 -1.70 0.81
H 0.08 0.76 -1.93
H 1.63 0.14 -1.67
```

**Energy relative to the best compared isomer or geometry (same formula, charge and spin)**: 63.3 kJ/mol
**Charge**: +2
**Structure (SMILES)**: C=[N+](C)C(=[NH2+])OC
**E_LUMO**: -10.15 eV
**HOMO-LUMO gap**: 10.616 eV

---

Record 8
C27H52N4O9 | wB97M-V/def2-TZVPD

Geometry as XYZ:
```
92
C27H52N4O9 wB97M-V/def2-TZVPD
C 4.32 -0.65 -4.25
C 3.56 -0.81 -5.47
C 2.25 0.07 -5.73
O 1.94 0.23 -6.92
O 1.65 0.60 -4.59
C 0.45 1.36 -4.80
C 0.74 2.87 -4.25
C -0.59 3.51 -3.60
C -1.57 3.94 -4.80
C -3.04 4.11 -4.20
C -3.67 2.68 -3.84
C -4.35 1.94 -5.08
O -3.54 1.71 -6.29
C -4.29 0.80 -7.13
O -4.01 0.51 -8.30
C -5.55 0.24 -6.26
C -4.88 0.43 -4.82
C -5.70 0.13 -3.49
C -4.86 -0.98 -2.67
O -5.07 -0.89 -1.24
H 5.25 0.00 -4.15
H 3.97 -1.21 -3.32
H 3.87 -1.53 -6.31
H 0.08 1.48 -5.86
H -0.42 0.92 -4.20
H 1.51 2.79 -3.42
H 1.07 3.54 -5.12
H -0.35 4.47 -3.00
H -1.05 2.79 -2.85
H -1.50 3.13 -5.60
H -1.22 4.92 -5.27
H -3.76 4.60 -4.95
H -3.09 4.74 -3.25
H -2.96 1.94 -3.35
H -4.52 2.87 -3.08
H -5.14 2.66 -5.51
H -5.99 -0.76 -6.55
H -6.34 1.04 -6.51
H -3.91 -0.16 -4.92
H -5.65 1.08 -2.84
H -6.79 -0.16 -3.65
H -3.74 -0.75 -2.84
H -5.08 -2.04 -3.04
H -4.25 -1.28 -0.86
C -0.70 -3.15 1.31
C -1.71 -2.14 0.86
O -2.51 -2.37 -0.04
N -1.73 -0.93 1.49
C -0.88 -0.47 2.57
H -0.81 -4.06 0.72
H 0.31 -2.77 1.17
H -0.86 -3.41 2.36
H -2.44 -0.31 1.13
H -1.52 -0.21 3.42
H -0.36 0.42 2.24
H -0.16 -1.22 2.88
C 3.62 2.60 3.47
C 2.69 1.70 2.71
O 1.50 1.58 3.00
N 3.20 0.99 1.66
C 4.56 0.98 1.16
H 3.06 3.09 4.27
H 4.43 2.02 3.92
H 4.02 3.37 2.81
H 2.52 0.40 1.20
H 4.54 1.29 0.12
H 4.94 -0.04 1.22
H 5.21 1.64 1.73
C 5.66 -2.07 6.01
C 5.47 -1.33 4.72
O 6.36 -0.63 4.23
N 4.27 -1.44 4.09
C 3.11 -2.20 4.50
H 6.67 -1.88 6.39
H 4.94 -1.73 6.76
H 5.55 -3.15 5.85
H 4.22 -0.91 3.23
H 2.88 -2.92 3.71
H 2.27 -1.51 4.61
H 3.27 -2.73 5.44
C 0.69 -1.42 7.30
C 1.11 -2.86 7.38
O 2.27 -3.21 7.17
N 0.17 -3.79 7.71
C -1.23 -3.58 7.99
H 1.55 -0.81 7.03
H -0.08 -1.30 6.53
H 0.31 -1.08 8.26
H 0.54 -4.73 7.75
H -1.44 -3.95 9.00
H -1.82 -4.16 7.27
H -1.52 -2.53 7.92
```

**Charge**: 0
**Structure (SMILES)**: C=CC(=O)OCCCCCC[C@H]1OC(=O)C[C@@H]1CCO.CNC(C)=O.CNC(C)=O.CNC(C)=O.CNC(C)=O
**E_LUMO**: -1.17 eV
**HOMO-LUMO gap**: 6.957 eV

---

Record 9
C16H36BrNO10P2S | wB97M-V/def2-TZVPD

Geometry as XYZ:
```
67
C16H36BrNO10P2S wB97M-V/def2-TZVPD
N 4.18 2.27 5.33
C 4.09 3.48 4.43
P 3.01 4.97 4.93
S 1.87 4.67 6.48
C 5.62 4.13 4.54
O 6.64 3.84 5.35
O 5.56 5.13 3.43
C 4.58 4.76 2.37
O 5.40 4.73 1.15
C 4.09 3.25 2.81
P 2.56 2.50 1.94
O 1.91 1.20 2.90
Br 3.29 1.48 0.00
H 4.36 2.51 6.33
H 3.37 1.62 5.21
H 3.85 6.14 5.20
H 2.17 5.32 3.78
H 3.76 5.56 2.16
H 6.20 4.14 1.26
H 5.01 2.52 2.62
H 1.59 1.52 3.80
C -4.66 -3.29 1.71
O -3.92 -2.16 1.30
C -4.46 -0.93 1.78
C -3.35 0.01 2.26
O -2.69 -0.40 3.47
C -1.86 -1.57 3.39
C -0.60 -1.40 2.54
O -0.93 -1.38 1.15
C -0.18 -0.43 0.41
H -5.56 -3.39 1.10
H -4.04 -4.18 1.57
H -4.93 -3.24 2.77
H -5.17 -1.09 2.60
H -4.99 -0.46 0.94
H -3.80 0.98 2.49
H -2.61 0.21 1.48
H -2.44 -2.44 3.09
H -1.54 -1.76 4.42
H 0.06 -2.26 2.70
H -0.07 -0.49 2.84
H -0.13 0.54 0.92
H -0.68 -0.28 -0.55
H 0.83 -0.81 0.23
C -2.13 -1.64 -2.52
O -1.83 -1.22 -3.84
C -0.57 -0.56 -3.95
C 0.17 -1.01 -5.22
O 0.65 -2.36 -5.19
C -0.34 -3.40 -5.23
C -1.11 -3.50 -6.55
O -2.04 -2.42 -6.68
C -2.11 -1.89 -7.99
H -2.45 -0.79 -1.92
H -2.93 -2.37 -2.57
H -1.26 -2.12 -2.05
H 0.06 -0.75 -3.08
H -0.77 0.52 -4.01
H 1.06 -0.38 -5.32
H -0.42 -0.83 -6.12
H -1.01 -3.33 -4.38
H 0.22 -4.33 -5.11
H -1.69 -4.43 -6.57
H -0.40 -3.51 -7.39
H -1.12 -1.73 -8.41
H -2.61 -0.92 -7.94
H -2.70 -2.56 -8.63
```

**Charge**: 0
**Structure (SMILES)**: N[C@@]1([PH2]=S)C(=O)O[C@@H](O)[C@@H]1P(O)Br.COCCOCCOC.COCCOCCOC
**E_LUMO**: -0.83 eV
**HOMO-LUMO gap**: 8.216 eV

---

Record 10
C21H30IN5O2 | wB97M-V/def2-TZVPD

Geometry as XYZ:
```
59
C21H30IN5O2 wB97M-V/def2-TZVPD
I -7.82 0.28 0.60
C -6.01 -0.35 -0.27
C -5.85 -0.24 -1.67
N -4.75 -0.58 -2.28
C -3.76 -1.07 -1.47
C -2.53 -1.45 -2.03
C -1.50 -1.95 -1.25
C -0.21 -2.35 -1.87
C 0.48 -3.47 -1.43
C 1.69 -3.79 -2.03
N 2.26 -3.08 -3.00
C 1.58 -2.01 -3.40
C 0.37 -1.59 -2.88
C -1.71 -2.11 0.14
C -2.90 -1.73 0.70
C -3.94 -1.20 -0.08
N -5.11 -0.81 0.52
H -6.66 0.14 -2.27
H -2.41 -1.37 -3.10
H 0.07 -4.10 -0.66
H 2.21 -4.67 -1.69
H 2.02 -1.42 -4.19
H -0.13 -0.70 -3.21
H -0.91 -2.50 0.74
H -3.07 -1.84 1.76
C -2.08 -0.17 5.74
C -2.11 -0.21 4.21
C -0.93 0.51 3.54
O -1.02 1.92 3.54
C -0.58 2.56 4.73
N -3.40 0.27 3.74
H -2.39 0.80 6.12
H -2.76 -0.91 6.15
H -1.07 -0.38 6.12
H -2.02 -1.27 3.92
H -0.91 0.23 2.49
H 0.03 0.20 3.98
H 0.27 2.03 5.17
H -1.38 2.64 5.46
H -0.26 3.57 4.46
H -3.47 0.13 2.74
H -3.42 1.28 3.86
C 3.70 0.91 -1.31
C 3.97 0.86 -2.81
C 5.31 1.48 -3.22
O 5.34 2.89 -3.23
C 5.59 3.50 -1.98
N 2.84 1.46 -3.53
H 3.39 1.91 -0.99
H 2.88 0.23 -1.05
H 4.57 0.62 -0.73
H 4.02 -0.20 -3.09
H 5.52 1.18 -4.25
H 6.13 1.08 -2.60
H 6.28 2.91 -1.37
H 4.67 3.66 -1.41
H 6.04 4.47 -2.17
H 2.97 1.33 -4.52
H 2.91 2.47 -3.40
```

**Charge**: 0
**Structure (SMILES)**: Ic1cnc2cc(-c3ccncc3)ccc2n1.COC[C@@H](C)N.COC[C@@H](C)N
**E_LUMO**: -0.67 eV
**HOMO-LUMO gap**: 8.374 eV

---

Record 11
C6H8N | wB97M-V/def2-TZVPD

Geometry as XYZ:
```
15
C6H8N wB97M-V/def2-TZVPD
C 0.38 0.85 1.27
C 0.16 -0.61 -1.30
C -1.51 -0.85 0.95
C -0.87 0.56 0.63
C 1.38 0.47 -0.89
C -0.84 -0.55 -0.29
N 1.32 0.97 0.45
H 0.66 -1.54 -1.70
H -0.16 -0.08 -2.30
H -0.95 -1.34 1.82
H -2.61 -1.20 0.88
H -1.47 1.48 0.42
H 0.45 0.64 2.28
H 2.33 -0.13 -0.67
H 1.72 1.32 -1.55
```

**Energy relative to the best compared isomer or geometry (same formula, charge and spin)**: 227.8 kJ/mol
**Charge**: +1
**2S+1**: 3
**<S²>**: 2.010
**E_LUMO (spin up / spin down)**: -4.81 / -8.15 eV
**HOMO-LUMO gap (spin up / spin down)**: 7.805 / 7.356 eV